Entry from the Open Molecules 2025 dataset: a molecular structure, C45H55BrN7OSTeZr (ωB97M-V with the def2-TZVPD basis set).

Properties
Orbital gap in eV: 5.60
Lowest unoccupied orbital energy in eV: -3.596

```
! wB97M-V def2-TZVPD RIJCOSX def2/J DEFGRID3
* xyz 1 1
Zr 0.333 -0.389 -0.238
C 0.668 -3.871 4.215
C 2.121 -3.749 3.730
C 2.275 -2.560 2.837
C 2.841 -1.346 3.106
C 3.609 -0.936 4.324
C 5.107 -1.232 4.163
C 2.627 -0.522 1.941
N 1.909 -1.214 1.002
C 1.755 -2.483 1.494
C 1.381 -3.560 0.707
C 1.012 -3.483 -0.625
C 0.723 -4.622 -1.462
C 0.991 -6.044 -1.086
C 2.490 -6.352 -0.977
C 0.183 -4.131 -2.614
C 0.144 -2.696 -2.478
C -0.500 -1.840 -3.355
C -0.558 -0.462 -3.234
N 0.119 0.243 -2.274
C 0.037 1.566 -2.641
C 0.873 2.541 -2.128
C 1.820 2.347 -1.131
N 1.858 1.268 -0.287
C 2.880 1.515 0.594
C 3.153 0.739 1.710
C 3.524 2.767 0.280
C 2.862 3.286 -0.793
C 3.122 4.578 -1.501
C 2.336 5.731 -0.862
C 4.739 3.307 0.962
C 6.007 2.549 0.544
C -0.827 1.707 -3.787
C -1.194 0.445 -4.158
C -2.011 0.032 -5.339
C -1.131 -0.167 -6.582
C -1.221 3.016 -4.396
C -2.117 3.842 -3.461
N 0.702 -2.312 -1.281
C -0.403 -4.895 -3.756
C -1.904 -5.136 -3.534
H -0.016 -3.989 3.371
H 0.551 -4.730 4.876
H 0.379 -2.978 4.773
H 2.788 -3.659 4.588
H 2.405 -4.657 3.194
H 3.466 0.131 4.513
H 3.230 -1.473 5.195
H 5.503 -0.749 3.269
H 5.667 -0.878 5.028
H 5.272 -2.305 4.065
H 1.412 -4.544 1.154
H 0.496 -6.265 -0.136
H 0.547 -6.700 -1.835
H 2.642 -7.390 -0.681
H 2.984 -6.194 -1.936
H 2.974 -5.709 -0.242
H -0.983 -2.285 -4.214
H 0.856 3.511 -2.610
H 3.857 1.132 2.432
H 4.190 4.798 -1.467
H 2.852 4.487 -2.553
H 2.609 5.838 0.189
H 2.540 6.675 -1.368
H 1.263 5.538 -0.913
H 4.852 4.362 0.712
H 4.620 3.246 2.047
H 6.179 2.657 -0.527
H 6.879 2.939 1.069
H 5.918 1.485 0.766
H -2.548 -0.892 -5.114
H -2.761 0.796 -5.549
H -0.376 -0.934 -6.403
H -1.735 -0.466 -7.438
H -0.614 0.761 -6.829
H -0.322 3.591 -4.637
H -1.746 2.835 -5.333
H -1.628 4.013 -2.501
H -2.345 4.808 -3.911
H -3.056 3.321 -3.277
H -0.251 -4.357 -4.693
H 0.103 -5.856 -3.852
H -2.432 -4.195 -3.372
H -2.340 -5.639 -4.397
H -2.064 -5.757 -2.651
O -2.761 5.018 1.959
C -2.098 3.951 1.508
C -0.792 3.634 1.879
C -0.212 2.494 1.378
N -0.821 1.658 0.517
C -2.062 2.011 0.145
Br -2.883 0.921 -1.142
C -2.743 3.113 0.602
H -2.235 5.526 2.585
H -0.240 4.270 2.559
H 0.795 2.235 1.661
H -3.747 3.336 0.274
Te -1.859 -2.278 0.187
C -3.654 -1.634 1.127
C -4.824 -2.330 1.120
C -5.868 -1.727 1.877
C -5.490 -0.566 2.465
S -3.848 -0.203 2.093
H -4.929 -3.256 0.571
H -6.859 -2.147 1.973
H -6.056 0.105 3.091
N -0.022 0.503 3.475
N -0.397 -0.428 2.447
H -0.584 0.349 4.307
H 0.942 0.319 3.720
H -1.389 -0.300 2.313
H -0.298 -1.386 2.772
*
```

Results of the Löwdin charge analysis, in e, for atoms 1 through 4: Zr 1.574; C -0.073; C -0.173; C -0.127



Entry from the Open Molecules 2025 dataset: a molecular structure, C45H55HgN4O6SSi (ωB97M-V with the def2-TZVPD basis set).

Properties
⟨S²⟩: 1.02
Orbital gap (spin up / spin down) in eV: 2.52 / 3.31
Lowest unoccupied orbital energy (spin up / spin down) in eV: 3.851 / 3.770

```
! wB97M-V def2-TZVPD RIJCOSX def2/J DEFGRID3
* xyz -2 2
Hg 0.632 0.868 0.243
O -5.047 -3.379 3.458
C -5.396 -2.346 4.256
C -6.601 -2.483 4.970
C -7.218 -1.369 5.491
C -6.590 -0.130 5.460
C -5.334 0.013 4.869
C -4.695 -1.083 4.257
C -3.405 -0.836 3.602
O -1.996 -2.816 3.136
N -2.858 0.384 3.708
N -1.756 0.520 3.036
C -1.131 1.648 3.311
C 0.252 1.911 3.142
C 0.899 2.739 4.075
C 2.264 2.803 4.173
C 3.078 2.017 3.357
C 2.469 1.173 2.420
N 1.096 1.171 2.259
H -4.390 -3.035 2.805
H -7.162 -3.451 4.849
H -8.091 -1.476 6.119
H -7.018 0.793 5.890
H -4.885 1.016 4.849
H -1.728 2.333 3.889
H 0.188 3.191 4.815
H 2.753 3.310 5.038
H 4.182 1.900 3.517
H 3.019 0.352 1.923
O 3.571 -2.424 -2.107
C 3.239 -3.787 -1.749
C 1.782 -4.124 -1.723
C 1.327 -5.137 -0.848
C 0.046 -5.563 -0.942
C -0.836 -4.842 -1.752
C -0.322 -3.789 -2.498
N 0.975 -3.506 -2.523
H 2.728 -1.965 -2.238
H 3.672 -4.042 -0.731
H 3.774 -4.407 -2.482
H 2.002 -5.494 -0.059
H -0.283 -6.384 -0.367
H -1.890 -4.963 -1.799
H -0.985 -3.180 -3.112
C 4.137 2.336 -0.396
C 4.517 1.380 -1.452
C 5.325 2.091 -2.461
C 5.276 0.189 -0.938
O 3.326 0.776 -2.149
Si 2.127 1.475 -2.972
S 0.242 0.710 -2.103
O 2.100 1.153 -4.541
C 2.031 0.156 -5.592
C 3.228 0.544 -6.481
C 0.674 0.288 -6.293
C 2.175 -1.223 -5.020
O 2.206 3.082 -2.963
C 1.459 4.214 -3.480
C 0.022 4.075 -3.113
C 2.121 5.328 -2.760
C 1.708 4.397 -4.989
H 5.019 2.958 -0.194
H 3.823 1.923 0.567
H 3.357 3.001 -0.694
H 6.288 2.518 -2.094
H 4.780 2.974 -2.886
H 5.482 1.481 -3.352
H 6.152 0.583 -0.334
H 5.746 -0.346 -1.829
H 4.606 -0.504 -0.376
H 3.223 1.590 -6.820
H 3.278 -0.078 -7.380
H 4.222 0.458 -5.989
H 0.516 1.289 -6.674
H -0.096 0.109 -5.524
H 0.533 -0.464 -7.083
H 3.114 -1.377 -4.546
H 2.062 -1.979 -5.814
H 1.397 -1.437 -4.280
H -0.212 3.942 -2.011
H -0.482 3.207 -3.585
H -0.560 4.953 -3.391
H 2.088 4.999 -1.683
H 1.625 6.326 -2.865
H 3.192 5.412 -2.998
H 1.651 3.503 -5.621
H 2.704 4.773 -5.185
H 0.981 5.109 -5.490
C -5.356 1.127 -0.625
C -5.919 0.382 0.412
C -5.225 -0.662 0.993
C -3.898 -0.872 0.637
C -3.460 -0.225 -0.545
C -4.155 0.718 -1.177
C -2.967 -1.740 1.311
C -2.745 -1.778 2.660
C -1.492 -2.625 4.417
C -2.264 -2.959 5.552
C -1.774 -2.623 6.791
C -0.582 -1.960 6.917
C 0.166 -1.660 5.830
C -0.283 -2.008 4.549
H -5.876 1.987 -1.098
H -6.883 0.642 0.843
H -5.729 -1.150 1.843
H -2.443 -0.533 -0.844
H -3.753 1.167 -2.088
H -2.442 -2.493 0.720
H -3.232 -3.471 5.540
H -2.314 -2.956 7.689
H -0.223 -1.619 7.903
H 1.103 -1.064 5.954
H 0.253 -1.651 3.663
*
```

Results of the Löwdin charge analysis, in e, for atoms 1 through 4: Hg 0.810; O 0.019; C -0.313; C -0.070